# 1
Computed, not measured: a structure of composition C28H67AlCsF6IMgN4NaO10P, with ωB97M-V with the def2-TZVPD basis set.

XYZ file:
```
121
Properties=species:S:1:pos:R:3:forces:R:3:mulliken_charge:R:1
C -4.490177 0.799981 -1.406749 1.179 -0.722 0.610 -1.5359
C -4.926466 1.224887 -2.588913 -0.165 0.893 -1.528 0.2101
C -5.233529 0.233304 -3.731663 0.323 2.350 0.369 0.6739
O -5.666172 -0.797871 -3.417186 -1.058 -2.965 0.596 -0.4148
O -4.997778 0.620035 -5.003502 0.078 0.199 0.716 -0.4132
C -3.732494 0.052505 -5.409307 0.255 -0.029 -0.618 -0.7500
C -2.652664 1.010933 -4.914415 0.160 -0.573 -0.870 0.1593
C -1.225883 0.499340 -5.075133 0.729 0.490 1.375 -0.5756
C -0.337414 1.468605 -4.239296 -0.248 0.968 -2.256 0.5144
C 1.148892 1.530728 -4.649717 0.428 -1.363 0.528 -0.6032
C 2.092273 0.828925 -3.593905 -0.528 0.439 0.040 -0.3357
Al 3.458621 2.029856 -2.719316 0.019 -0.578 0.290 0.0489
C 4.243724 3.470524 -3.965237 1.092 1.785 0.222 -0.6762
C 3.922847 4.871253 -3.554449 -1.372 -0.836 -0.756 -0.1685
N 2.936031 5.539002 -4.101461 1.830 0.451 1.152 -0.6339
C 2.764869 2.932545 -1.019494 0.425 -1.058 -0.146 -0.4109
I 0.889303 3.998786 -1.420956 0.198 -0.294 0.177 -0.1242
C 2.580047 1.891629 0.115969 -0.379 0.839 0.619 -0.5219
C 2.118292 2.564662 1.455863 0.845 -0.592 -0.309 -0.8107
H -4.414468 -0.288446 -1.249233 -0.186 0.333 0.083 0.6137
H -4.247964 1.456640 -0.566795 -0.351 -0.114 -0.249 0.4545
H -5.117599 2.283909 -2.815937 0.211 -0.375 0.236 0.3646
H -3.766233 -0.027626 -6.508084 0.154 0.087 0.478 0.3826
H -3.608813 -0.975999 -5.035899 -0.195 0.317 -0.086 0.4680
H -2.833921 1.242007 -3.833095 0.059 0.028 -0.410 -0.1423
H -2.740606 1.958709 -5.471670 -0.054 -0.161 0.481 0.1115
H -0.842646 0.529970 -6.103268 -0.440 -0.350 0.264 0.5387
H -1.076012 -0.507196 -4.624659 -0.243 0.054 -0.791 0.1023
H -0.778080 2.476123 -4.369010 0.122 -0.360 0.440 0.3965
H -0.468976 1.237695 -3.152673 0.447 0.156 0.537 -0.8076
H 1.242035 0.951651 -5.588348 -0.156 0.351 0.318 0.3300
H 1.455756 2.560814 -4.900004 -0.259 -0.290 0.409 0.3546
H 1.431481 0.447121 -2.766461 0.417 0.096 -0.285 -0.2345
H 2.587100 -0.073028 -3.997629 -0.235 0.451 0.030 0.5008
H 4.683665 1.096684 -2.234302 0.067 0.140 0.093 -0.4057
H 4.015951 3.340524 -5.035927 -0.253 -0.014 0.450 0.4445
H 5.348204 3.388162 -3.857618 -0.509 -0.428 0.077 0.4044
H 4.573802 5.387904 -2.744790 -1.102 -1.560 -0.202 0.2593
H 2.901185 6.477287 -3.658569 -0.576 -0.531 -0.108 0.2477
H 3.531110 3.658995 -0.687335 -0.699 0.115 0.010 0.5608
H 1.877002 1.078484 -0.149311 0.249 0.332 -0.092 0.0959
H 3.568796 1.417454 0.273394 -0.383 0.202 -0.146 0.2873
H 2.330028 1.895211 2.314854 -0.339 0.348 -0.476 -0.1435
H 2.756332 3.459061 1.573588 -0.529 -0.155 0.140 0.3505
H 1.051629 2.826834 1.442691 0.420 0.029 0.047 0.3595
C 5.704843 -2.739291 7.808575 0.847 -0.272 -0.250 -0.8168
O 4.294907 -2.840739 8.024172 3.072 6.325 -2.271 -0.6472
C 3.511638 -1.697500 7.686047 -0.661 0.286 -0.313 0.0324
C 2.767712 -1.948088 6.374303 0.212 0.007 -0.103 -0.6905
N 3.711537 -2.043013 5.203891 0.019 -0.337 0.117 -0.0091
C 4.387219 -0.769635 4.748631 0.079 0.234 0.168 -0.9309
C 3.390073 0.170452 4.094975 0.206 0.049 -0.555 -0.4948
O 2.960095 -0.375078 2.879775 -0.104 -0.041 0.543 -0.3682
C 1.676745 -1.014970 2.908044 0.217 -0.258 -0.271 -0.3742
H 6.220488 -3.171587 8.668237 -0.029 0.134 -0.003 0.3290
H 5.963178 -3.333212 6.926366 0.162 0.081 0.005 0.3818
H 6.040209 -1.713400 7.667840 -0.088 0.015 0.134 0.3525
H 4.102639 -0.781551 7.667654 0.068 -0.081 0.065 0.1730
H 2.765855 -1.573967 8.479830 -0.009 0.097 -0.117 0.3423
H 2.040340 -1.167234 6.160746 0.000 -0.034 0.057 0.3157
H 2.253495 -2.914556 6.409149 -0.106 0.271 -0.030 0.4298
H 3.215981 -2.439407 4.396053 -0.148 0.243 -0.064 0.3171
H 4.420851 -2.740901 5.438240 0.076 0.108 -0.108 0.3074
H 5.138092 -1.084335 4.024306 -0.041 0.096 -0.035 0.5016
H 4.888275 -0.314584 5.603373 -0.042 -0.078 0.056 0.3362
H 3.910719 1.104459 3.867400 0.103 -0.022 0.141 0.5484
H 2.554621 0.431891 4.753098 -0.003 -0.034 0.031 0.4327
H 1.079478 -0.726938 3.777033 -0.021 0.161 -0.084 0.2924
H 1.820433 -2.104713 2.904245 -0.132 -0.080 -0.012 0.3205
H 1.126921 -0.749108 2.007195 -0.248 -0.016 0.154 0.0443
C 2.859196 -1.833854 11.611542 -0.095 -0.064 -0.242 -0.4353
O 3.958770 -2.633205 11.151068 0.066 -0.125 0.001 -0.4295
H 3.040401 -1.566834 12.648226 0.080 -0.067 -0.040 0.2760
H 2.781811 -0.921752 11.013677 -0.064 0.074 0.127 0.1110
H 1.927372 -2.400905 11.544462 -0.065 0.101 0.126 0.2950
H 3.784538 -2.857980 10.235856 0.187 0.656 0.363 0.0820
F -3.201783 -4.207938 -8.282423 1.158 0.708 -0.569 -0.3314
P -3.927133 -3.213102 -7.212822 -0.361 -0.839 -1.230 1.0131
F -2.668924 -2.182326 -7.491624 -0.008 1.066 -1.045 -0.3584
F -5.380639 -2.733870 -6.628309 0.147 0.370 1.945 -0.3159
F -4.282221 -4.697937 -6.633050 -1.187 0.155 1.061 -0.3120
F -4.655399 -2.516765 -8.498517 0.726 -0.326 -1.266 -0.3588
F -3.324105 -2.889620 -5.703035 -0.205 -0.942 1.451 -0.3691
C 0.915258 8.832301 -4.041934 -0.209 -0.138 0.135 -0.4146
N 1.695906 10.056605 -3.714351 -0.098 0.072 0.070 0.8376
O 1.576225 10.515776 -2.598945 0.099 -0.012 -0.092 -0.5023
O 2.403318 10.504575 -4.595247 0.051 -0.111 0.106 -0.5145
H 0.335784 8.541913 -3.171741 0.061 0.092 0.017 0.3139
H 0.262305 9.067648 -4.877894 0.142 -0.030 -0.074 0.3091
H 1.627736 8.055380 -4.308932 -0.122 0.086 -0.193 -0.0040
Na 5.220288 6.650495 -3.947459 0.876 1.257 -1.003 0.9434
Cs 3.338959 -4.638914 8.690477 -3.632 -7.480 2.473 1.0650
O -1.011982 -0.789247 1.616925 -0.301 0.850 0.124 -0.7222
H -0.934063 -0.815135 0.669547 0.450 -0.768 -1.125 0.0150
Mg -1.591818 0.301477 -1.897679 -0.585 0.514 0.227 1.1229
C -9.203966 -6.166535 -4.407237 -0.134 0.019 0.220 -1.4851
C -7.974007 -5.301257 -4.669051 -0.128 -0.356 -0.243 0.3537
C -8.069617 -4.459786 -5.950235 0.260 0.249 0.059 -0.2394
O -7.862887 -5.192453 -7.146445 -0.301 0.140 0.123 -0.3190
C -8.996343 -5.893595 -7.617196 0.290 -0.112 -0.151 -0.7261
N -6.781833 -6.156725 -4.673564 0.051 0.201 0.092 -0.7747
H -9.234991 -7.049912 -5.045209 0.051 0.059 -0.052 0.2803
H -9.201866 -6.522256 -3.374720 0.053 -0.007 -0.043 0.3724
H -10.125429 -5.599211 -4.561372 0.018 -0.022 -0.030 0.3394
H -7.888128 -4.602022 -3.830184 0.066 0.067 -0.074 0.3507
H -7.270699 -3.718066 -5.920334 0.049 -0.090 -0.102 -0.0020
H -9.014543 -3.900117 -5.998490 -0.110 -0.154 0.014 0.4194
H -9.926590 -5.353562 -7.415330 -0.005 -0.023 0.075 0.3275
H -9.039038 -6.894979 -7.181176 -0.213 -0.001 0.021 0.2376
H -8.889972 -6.009855 -8.696893 0.031 0.063 0.028 0.2461
H -5.957796 -5.565431 -4.750519 0.014 -0.016 -0.026 0.2756
H -6.785881 -6.674895 -5.548868 -0.004 -0.022 0.043 0.3726
C 5.007304 1.529067 11.288434 -0.034 -0.148 0.003 -0.9320
C 4.012752 1.980469 10.233455 0.522 0.256 0.115 -0.0389
O 4.151714 3.367761 9.981406 -0.293 -0.124 -0.149 -0.5310
H 4.854621 2.081787 12.215181 -0.077 -0.037 -0.026 0.3045
H 4.905680 0.460280 11.495150 0.077 0.006 0.035 0.2180
H 6.031737 1.725567 10.963135 -0.010 -0.084 -0.033 0.3449
H 2.991243 1.802048 10.571588 -0.032 0.169 -0.082 0.2891
H 4.169477 1.430709 9.290968 -0.084 -0.187 0.020 0.0170
H 5.051837 3.524614 9.675469 -0.047 0.097 0.096 0.3325
```
Positions in Å, forces in eV/Å.

## Properties
**Charge**: +2
**LUMO energy**: -7.62 eV
**Largest force on an atom**: 8.68 eV/Å
**E**: -3940.652483 Eh
**Orbital gap**: 2.05 eV

---

# 2
Computed, not measured: a structure of composition C28H67ClN3O20PS8Si2, with ωB97M-V with the def2-TZVPD basis set.

XYZ file:
```
130
Properties=species:S:1:pos:R:3:forces:R:3:mulliken_charge:R:1
C 1.014453 -2.072288 0.519873 0.867 -0.195 0.950 -0.5751
Si -0.874593 -1.763347 0.254310 1.283 0.305 -2.795 0.7021
O -1.209603 -0.300647 -0.689049 0.997 0.319 3.026 -0.2815
Si -0.639269 1.094502 0.215280 -0.141 -0.389 -1.337 0.1410
C -1.991801 2.389446 0.661467 -0.992 0.491 -0.339 -0.7935
C -3.447577 1.705632 1.120166 0.545 1.311 0.083 0.0442
C -4.583699 2.874437 0.745308 1.786 -0.144 -0.500 -0.8859
S -6.107408 2.817932 1.827354 -0.417 -1.663 -1.178 0.0100
C -7.188478 1.334582 1.491882 -1.328 -1.266 0.542 0.2206
S -8.364679 0.956435 2.709301 2.595 1.163 -2.427 -0.2446
N -7.192053 0.442826 0.277202 -0.516 -2.566 -2.923 0.1438
C -8.268289 -0.618716 0.028066 1.522 -2.130 -3.974 -0.2872
C -7.920502 -1.434821 -1.362743 1.494 4.859 4.547 -0.4036
N -6.650217 -0.812077 -1.921721 -2.419 2.883 6.286 -0.3536
C -6.269366 0.286178 -0.906695 -1.919 -2.895 -1.727 -0.1080
C 0.810549 1.906399 -0.830259 0.958 1.098 -2.103 -0.5296
C 1.185242 1.051801 -2.182710 5.285 -5.173 1.148 0.3479
O 2.110738 0.053543 -2.142716 -6.637 6.842 -0.363 -0.4580
Cl 0.416284 1.417144 -3.863789 0.808 -0.268 2.485 -0.1932
P -1.807671 -1.748785 2.263951 0.705 0.584 3.193 0.0720
N -0.666761 -1.301778 3.337913 -1.432 0.744 -0.552 -0.4965
H 1.389544 -1.404873 1.414741 -0.641 -1.349 -1.756 -0.0896
H 1.149648 -3.205344 0.857341 -0.279 2.347 -0.737 0.3410
H 1.672682 -1.869458 -0.426522 -1.400 -0.368 1.709 0.2361
H -1.393926 -2.894297 -0.552969 -0.176 0.243 0.109 -0.2414
H 0.014344 0.602576 1.442871 -0.140 -0.054 0.029 -0.0293
H -2.190948 3.045790 -0.306938 0.430 -1.204 1.963 0.3903
H -1.599585 3.107399 1.529711 -0.869 -1.525 -1.924 0.3226
H -3.665009 0.692049 0.575848 0.427 1.963 1.058 0.0125
H -3.355976 1.557841 2.292745 -0.626 0.204 -2.497 0.2727
H -4.033340 3.904015 0.995501 -1.624 -2.117 -0.249 0.4177
H -4.808312 2.924887 -0.415227 0.346 -0.268 2.445 0.4101
H -9.212412 -0.908524 0.662050 2.483 1.251 -1.031 0.2614
H -8.576772 -2.333990 -1.772146 1.888 2.299 0.758 0.2950
H -5.304930 0.917544 -1.103819 -2.302 -1.347 0.673 0.1792
H 0.542362 3.005835 -1.185024 0.405 -2.278 0.684 0.4166
H 1.802277 2.000975 -0.203995 -1.927 -0.492 -1.304 0.3212
H -2.941648 -0.863394 2.335675 0.096 -0.815 -0.475 0.0114
H -2.272723 -3.082006 2.634350 -0.160 0.795 -0.779 0.0980
H -0.953526 -0.443815 3.868565 0.326 -1.179 -0.612 0.1788
O -3.523854 -3.899785 -2.105731 -0.322 -0.380 -0.918 -0.6228
S -3.932748 -3.755000 -3.485202 0.251 0.657 -0.470 1.1808
O -4.925311 -4.619606 -4.087606 0.670 0.236 0.733 -0.6069
O -2.607031 -3.740134 -4.432901 -0.989 0.576 0.551 -0.2453
C -1.717041 -4.848074 -4.369639 0.586 -1.003 -0.056 -0.3770
C -2.300910 -6.073063 -5.048681 -0.225 -0.222 -0.022 -0.6832
C -4.435943 -2.074219 -3.756519 0.144 -0.248 -0.217 -0.6117
H -1.442997 -5.062801 -3.331253 -0.147 0.115 -0.035 0.2911
H -0.797792 -4.555586 -4.891803 -0.328 0.293 0.134 0.2971
H -3.186535 -6.434194 -4.520581 0.151 0.009 -0.029 -0.0168
H -1.572563 -6.889588 -5.074328 -0.040 0.164 0.002 0.4097
H -2.608593 -5.836726 -6.072577 0.122 -0.020 0.128 0.2662
H -3.683350 -1.403712 -3.341413 -0.024 -0.128 -0.013 0.1812
H -5.391582 -1.927933 -3.247489 0.241 -0.100 -0.003 0.2665
H -4.559924 -1.910294 -4.828666 0.086 -0.112 0.124 0.3677
O 2.597559 1.140882 7.768399 0.020 0.324 -1.056 -0.6450
S 3.149878 1.562436 6.500198 0.406 -0.486 -0.382 1.1810
O 2.372819 2.308613 5.533237 0.246 -0.525 0.941 -0.5774
O 3.813802 0.273633 5.755836 0.285 1.474 0.822 -0.2406
C 2.992321 -0.859994 5.503501 -0.875 -0.832 -0.488 -0.6010
C 2.011019 -0.598858 4.375914 -0.003 -0.037 0.078 -0.6781
C 4.651519 2.459717 6.803192 0.105 -0.101 -0.088 -0.9436
H 2.473770 -1.170480 6.416824 0.094 0.174 -0.009 0.3437
H 3.656526 -1.683561 5.214031 0.154 0.402 0.199 0.2963
H 1.290338 0.175350 4.649517 0.058 -0.163 -0.021 0.2055
H 1.448784 -1.505095 4.129973 0.156 0.232 0.084 0.4614
H 2.536081 -0.250359 3.480512 0.013 -0.089 0.095 0.2004
H 5.269672 1.897286 7.503083 -0.113 0.010 -0.101 0.3203
H 4.379156 3.425875 7.234601 -0.118 -0.200 -0.067 0.3660
H 5.170581 2.612021 5.854974 -0.126 -0.072 0.119 0.3063
O -4.058338 4.845684 4.592645 -0.280 -0.653 0.599 -0.6347
S -4.004800 4.161715 5.865601 -0.041 -0.017 0.714 1.3195
O -4.387827 2.773054 6.008870 0.180 1.141 -0.536 -0.6115
O -4.808023 5.043545 6.976047 1.230 -0.467 -0.539 -0.3103
C -6.170614 5.367432 6.726931 -1.205 0.087 -0.164 -0.3031
C -7.072539 4.159452 6.899887 -0.065 -0.331 -0.097 -0.9343
C -2.376093 4.351801 6.546060 -0.076 0.111 0.121 -1.0187
H -6.285426 5.809018 5.731304 0.168 -0.086 0.051 0.3029
H -6.459692 6.134955 7.455331 0.446 -0.126 -0.092 0.2644
H -6.857214 3.393993 6.150657 -0.047 0.093 0.056 0.2581
H -8.125273 4.440188 6.795971 0.158 0.076 0.057 0.3797
H -6.920342 3.701955 7.882954 -0.051 0.138 -0.111 0.2573
H -2.080896 5.399142 6.481067 -0.096 -0.107 0.001 0.3224
H -1.696083 3.732260 5.956558 -0.213 0.041 0.007 0.3942
H -2.383017 4.008985 7.582482 -0.065 0.037 -0.176 0.3242
O 8.158799 2.542512 -3.301106 -0.509 -0.455 0.563 -0.6596
S 7.198747 2.448541 -2.223809 -0.800 0.159 0.421 1.2257
O 7.218012 1.360015 -1.269684 0.305 0.693 -1.034 -0.6235
O 5.695533 2.578210 -2.839774 1.113 0.603 0.751 -0.2575
C 5.294100 1.655917 -3.845678 -0.363 -1.020 -0.742 -0.3921
C 5.037432 0.276309 -3.268268 0.182 -0.235 0.268 -0.9359
C 7.213337 3.972704 -1.313556 -0.174 -0.020 -0.087 -1.0309
H 6.035718 1.617448 -4.650647 0.044 0.120 0.160 0.3192
H 4.363360 2.037875 -4.282775 0.263 0.244 0.272 0.2836
H 5.956328 -0.166257 -2.876603 -0.045 0.055 -0.101 0.3622
H 4.642028 -0.399558 -4.032938 -0.049 0.192 0.064 0.3964
H 4.325577 0.331842 -2.438169 0.128 -0.014 -0.289 0.2017
H 7.163129 4.807679 -2.012544 0.045 -0.121 0.074 0.3050
H 8.147033 4.011907 -0.747489 -0.098 -0.076 -0.188 0.3710
H 6.364693 3.983330 -0.626949 0.102 -0.091 -0.143 0.4224
O -3.977971 -9.638236 -4.981271 -0.160 -0.103 1.051 -0.6417
S -4.707295 -9.548909 -3.735797 -0.430 -0.002 0.229 1.1910
O -4.060046 -9.198017 -2.489379 -0.156 -0.360 -1.170 -0.6108
O -5.554145 -10.923980 -3.516922 -0.002 1.219 -0.273 -0.2542
C -4.848678 -12.159220 -3.506274 0.624 -0.927 0.169 -0.3197
C -4.053253 -12.337197 -2.226343 0.249 0.124 0.220 -0.9809
C -6.087258 -8.454960 -3.961238 -0.095 -0.145 0.022 -0.6598
H -4.204858 -12.242354 -4.388338 -0.082 0.172 0.047 0.3151
H -5.595542 -12.959596 -3.575668 -0.083 0.445 -0.085 0.2665
H -3.256080 -11.594118 -2.148973 -0.083 -0.093 -0.027 0.3019
H -3.589602 -13.327916 -2.189414 -0.153 0.069 -0.068 0.3792
H -4.698459 -12.212031 -1.350597 0.057 -0.083 -0.153 0.2545
H -6.611837 -8.724554 -4.877985 0.098 -0.034 0.106 0.3178
H -5.695167 -7.438011 -4.037624 0.106 -0.144 0.032 0.1389
H -6.745985 -8.532427 -3.094164 0.152 -0.038 -0.107 0.3188
O 9.710964 6.086601 -1.504423 0.814 0.272 -0.269 -0.6008
S 10.926502 5.912799 -2.268201 0.489 -0.275 -0.623 1.1911
O 12.221101 6.304941 -1.752593 -1.261 -0.049 -0.087 -0.6125
O 10.726692 6.578240 -3.742360 0.075 -1.048 0.776 -0.2655
C 10.370109 7.953059 -3.821958 -0.105 1.137 -0.025 -0.3169
C 11.539632 8.854602 -3.472626 0.244 0.096 0.238 -0.9939
C 11.035795 4.218388 -2.786726 -0.070 0.135 -0.195 -0.8511
H 9.503383 8.163288 -3.186314 0.093 -0.165 0.018 0.3084
H 10.065817 8.149528 -4.857347 0.050 -0.424 0.186 0.2766
H 11.834533 8.733611 -2.427623 -0.052 0.023 -0.113 0.3072
H 11.280708 9.906917 -3.625771 -0.044 -0.159 -0.079 0.3819
H 12.412812 8.608821 -4.085844 -0.175 0.059 0.028 0.2600
H 10.080174 3.911835 -3.212289 0.080 0.032 0.039 0.1858
H 11.265115 3.615837 -1.904625 -0.039 0.226 -0.034 0.3809
H 11.840488 4.123049 -3.518244 -0.106 0.100 0.130 0.3664
```
Positions in Å, forces in eV/Å.

## Properties
**Charge**: 0
**LUMO energy**: -1.37 eV
**Largest force on an atom**: 9.54 eV/Å
**E**: -7341.802236 Eh
**Orbital gap**: 6.97 eV